No. 1
Here is a molecular structure, C32H43N3OY at a distorted geometry from the OMol25 dataset. Energies are from ωB97M-V/def2-TZVPD.

Structure (ORCA input):
```
! RIJCOSX wB97M-V def2-TZVPD def2/J DEFGRID3
* xyz -1 1
Y 0.320 -0.296 0.306
N 2.535 2.583 1.502
N 1.017 0.259 -2.798
C -1.863 -1.204 0.661
C -2.030 -0.754 -0.704
C -2.008 0.675 -0.721
C -2.187 1.525 -1.948
H -2.204 0.901 -2.851
H -1.407 2.290 -2.087
H -3.154 2.047 -1.879
C -1.814 1.140 0.615
C -1.740 2.566 1.074
H -2.725 2.808 1.507
H -1.545 3.264 0.249
H -0.978 2.736 1.851
C -1.739 -0.017 1.493
C -1.404 -0.011 2.944
H -0.685 0.764 3.249
H -1.020 -0.976 3.307
H -2.346 0.196 3.450
C -2.277 -1.606 -1.897
H -3.319 -1.491 -2.224
H -2.121 -2.666 -1.677
H -1.640 -1.338 -2.752
C -1.794 -2.621 1.150
H -1.047 -2.777 1.949
H -1.581 -3.346 0.353
H -2.785 -2.836 1.571
C 3.751 2.834 1.916
H 3.828 3.409 2.837
C 4.901 2.380 1.247
H 5.871 2.640 1.642
C 4.760 1.615 0.092
H 5.606 1.251 -0.467
C 3.500 1.316 -0.367
H 3.264 0.762 -1.272
C 2.392 1.884 0.329
C 1.099 1.789 -0.059
H 0.472 2.521 -0.560
C 0.795 -0.644 -1.880
C 1.630 -0.422 -3.830
H 1.874 0.104 -4.712
C 1.812 -1.730 -3.492
H 2.225 -2.571 -3.964
N 1.318 -1.879 -2.205
C 1.294 -3.075 -1.385
C 0.410 -4.097 -1.745
C 0.432 -5.278 -0.996
H -0.262 -6.078 -1.253
C 1.314 -5.447 0.073
C 1.290 -6.701 0.905
H 1.156 -6.471 1.969
H 2.220 -7.275 0.819
H 0.469 -7.358 0.607
C 2.226 -4.433 0.369
H 2.948 -4.557 1.178
C 2.241 -3.233 -0.356
C 3.259 -2.162 -0.090
H 4.204 -2.337 -0.626
H 3.509 -2.105 0.974
H 2.924 -1.159 -0.398
C -0.522 -3.918 -2.894
H -0.214 -4.469 -3.788
H -0.580 -2.877 -3.203
H -1.535 -4.255 -2.646
C 1.395 -2.183 3.756
C 1.727 -1.357 2.527
O 1.150 -0.002 2.460
C 1.713 0.873 3.495
C 1.062 2.195 3.792
H 1.970 -3.111 3.663
H 0.341 -2.463 3.817
H 1.724 -1.702 4.677
H 2.810 -1.196 2.505
H 1.414 -1.949 1.628
H 1.665 0.249 4.379
H 2.755 0.947 3.190
H 0.169 2.094 4.409
H 1.787 2.669 4.457
H 0.888 2.891 2.972
*
```

Calculated values
**Energy relative to the best compared isomer or geometry (same formula, charge and spin)**: 353.1 kJ/mol
**LUMO energy (alpha / beta)**: 2.33 / 2.33 eV
**Orbital gap (alpha / beta)**: 3.3 / 3.3 eV

Atom charges from the Löwdin analysis, given in e for atoms 1 to 4: 1.27 0.04 0.05 -0.33

---

No. 2
Here is a molecular structure, C32H44AsN4O12SSbY from the OMol25 dataset. Energies are from ωB97M-V/def2-TZVPD.

Structure (ORCA input):
```
! RIJCOSX wB97M-V def2-TZVPD def2/J DEFGRID3
* xyz -1 1
Y 0.014 1.128 -1.315
O -2.574 -2.481 -3.227
As -2.070 -0.825 -3.624
O -3.264 -0.028 -4.375
O -1.514 -0.262 -2.165
C -0.672 -1.227 -4.931
C -1.167 -2.066 -5.931
C -0.402 -2.416 -7.031
C 0.888 -1.921 -7.162
C 1.398 -1.087 -6.183
C 0.626 -0.745 -5.081
S 1.407 0.292 -3.860
O 2.695 0.659 -4.368
O 1.439 -0.523 -2.619
O 0.480 1.409 -3.599
H -2.112 -2.732 -2.417
H -2.177 -2.448 -5.849
H -0.821 -3.067 -7.787
H 1.495 -2.177 -8.021
H 2.398 -0.681 -6.255
O 5.858 2.725 0.889
C 4.750 2.467 0.491
C 3.875 3.347 -0.399
O 4.165 4.431 -0.840
C 2.620 2.571 -0.613
C 2.716 1.351 0.082
O 1.739 0.468 0.072
C 3.956 1.218 0.784
O 4.315 0.250 1.455
O 1.598 2.916 -1.270
C -0.181 -3.378 2.004
C -0.980 -3.594 3.319
N -1.328 -2.308 3.914
C -0.109 -1.522 4.127
C 0.602 -1.244 2.771
N -0.120 -1.951 1.707
C -1.487 -1.421 1.610
C -2.195 -1.580 2.983
H -0.646 -3.892 1.156
H 0.840 -3.752 2.101
H -0.396 -4.169 4.040
H -1.907 -4.141 3.132
H 0.540 -2.079 4.806
H -0.389 -0.588 4.613
H 1.635 -1.588 2.793
H 0.611 -0.185 2.522
H -2.009 -1.966 0.819
H -1.438 -0.372 1.315
H -3.136 -2.125 2.886
H -2.412 -0.601 3.413
O -0.112 -2.650 -0.994
N 0.358 -1.697 -0.488
C 1.283 2.224 4.032
C -0.091 2.165 3.415
C -1.226 2.060 4.218
C -2.487 2.032 3.630
C -3.720 1.948 4.496
C -2.614 2.081 2.248
C -1.491 2.188 1.396
C -0.236 2.239 2.041
N -1.508 2.220 0.022
C -2.610 2.865 -0.712
C -3.859 1.985 -0.886
C -2.051 3.145 -2.115
C -2.985 4.215 -0.090
H 1.544 3.250 4.299
H 2.045 1.860 3.340
H 1.334 1.627 4.945
H -1.128 2.008 5.298
H -3.526 1.381 5.407
H -4.545 1.471 3.965
H -4.052 2.946 4.794
H -3.606 2.022 1.823
H 0.648 2.385 1.428
H -3.570 1.008 -1.272
H -4.544 2.443 -1.604
H -4.406 1.848 0.047
H -1.972 2.231 -2.717
H -1.083 3.653 -2.051
H -2.721 3.792 -2.684
H -3.366 4.103 0.924
H -3.756 4.703 -0.691
H -2.107 4.864 -0.054
C 2.489 -3.796 -1.387
Sb 2.625 -1.937 -0.334
C 4.182 -1.041 -1.455
C 3.602 -2.629 1.435
H 3.481 -4.248 -1.417
H 2.149 -3.604 -2.404
H 1.797 -4.484 -0.903
H 5.030 -0.876 -0.794
H 3.853 -0.113 -1.908
H 4.441 -1.745 -2.245
H 4.581 -2.989 1.118
H 3.041 -3.446 1.883
H 3.734 -1.797 2.118
*
```

Calculated values
**Energy relative to the best compared isomer or geometry (same formula, charge and spin)**: 122.9 kJ/mol
**LUMO energy**: 1.65 eV
**Orbital gap**: 6.4 eV

Atom charges from the Löwdin analysis, given in e for atoms 1 to 4: 1.56 -0.25 0.86 -0.45

---

No. 3
Here is a molecular structure, C32H44Br4N2O2SSi3Ti at a distorted geometry from the OMol25 dataset. Energies are from ωB97M-V/def2-TZVPD.

Structure (ORCA input):
```
! RIJCOSX wB97M-V def2-TZVPD def2/J DEFGRID3
* xyz 0 1
Ti -1.729 -0.099 1.070
Br -4.086 0.191 1.812
C -2.409 -1.720 -0.111
Br -1.368 -3.240 -0.701
H -2.684 -1.194 -1.027
H -3.289 -2.142 0.365
Br -1.701 -2.293 5.508
C -1.185 -0.536 5.098
C -0.786 0.329 6.141
C -0.349 1.592 5.878
Br 0.228 2.689 7.305
C -0.294 2.074 4.544
C 0.211 3.327 4.138
C 0.265 3.639 2.806
C -0.223 2.719 1.864
N -0.708 1.547 2.213
C -0.729 1.209 3.526
C -1.154 -0.121 3.793
O -1.445 -0.880 2.748
H -0.818 -0.040 7.157
H 0.564 4.023 4.887
H 0.661 4.585 2.465
H -0.233 2.953 0.805
C -2.854 2.663 0.333
O -2.075 1.560 -0.181
Si -1.689 1.750 -1.975
C -3.374 2.306 -2.602
C -0.661 3.342 -2.016
C -0.941 0.306 -2.627
Si -1.908 -0.598 -3.899
C -2.022 0.303 -5.564
C -1.182 -2.268 -4.401
C -3.718 -0.965 -3.423
Si 0.862 0.287 -2.812
C 1.819 1.217 -1.411
C 1.646 -1.438 -2.833
C 1.504 1.115 -4.385
H -3.892 2.548 0.027
H -2.459 3.601 -0.050
H -2.824 2.673 1.417
H -3.627 3.306 -2.243
H -4.192 1.635 -2.346
H -3.327 2.358 -3.691
H -1.097 4.191 -1.488
H -0.632 3.624 -3.073
H 0.380 3.236 -1.700
H -1.034 0.364 -6.029
H -2.391 1.327 -5.468
H -2.682 -0.227 -6.256
H -0.220 -2.163 -4.904
H -1.872 -2.730 -5.113
H -1.053 -2.949 -3.558
H -4.400 -0.502 -4.140
H -4.016 -0.614 -2.435
H -3.896 -2.044 -3.450
H 1.183 1.611 -0.611
H 2.369 2.067 -1.823
H 2.566 0.554 -0.965
H 1.120 -2.130 -2.170
H 2.688 -1.378 -2.517
H 1.642 -1.871 -3.834
H 1.205 2.167 -4.422
H 1.091 0.629 -5.272
H 2.594 1.067 -4.455
N 0.227 -0.707 0.599
S 0.800 -1.990 1.383
C 1.618 -1.395 2.862
C 2.096 -0.098 2.963
C 2.646 0.326 4.164
C 2.704 -0.539 5.248
C 2.222 -1.836 5.134
C 1.673 -2.270 3.937
C 2.210 -2.623 0.508
C 2.110 -3.912 0.010
C 3.197 -4.459 -0.660
C 4.359 -3.719 -0.814
C 4.452 -2.434 -0.294
C 3.375 -1.880 0.373
H 0.933 -0.126 0.162
H 2.015 0.583 2.124
H 3.017 1.339 4.257
H 3.117 -0.198 6.189
H 2.255 -2.505 5.984
H 1.265 -3.269 3.848
H 1.190 -4.468 0.124
H 3.131 -5.460 -1.063
H 5.202 -4.146 -1.341
H 5.363 -1.863 -0.414
H 3.451 -0.889 0.803
*
```

Calculated values
**Energy relative to the best compared isomer or geometry (same formula, charge and spin)**: 106.7 kJ/mol
**LUMO energy**: -1.20 eV
**Orbital gap**: 5.6 eV

Atom charges from the Löwdin analysis, given in e for atoms 1 to 4: 0.78 0.31 -0.71 0.68